{"formula": "C2H2N4O2", "method": "ωB97M-V/def2-TZVPD", "species": ["H", "N", "C", "N", "N", "N", "O", "C", "O", "H"], "xyz": [[2.87640, -0.08434, 0.14632], [1.95199, 0.24980, -0.25786], [1.06253, -0.64911, 0.08287], [-0.28323, -0.22156, -0.19426], [-1.30430, -1.19033, -0.06481], [-2.31115, -0.51111, -0.09260], [-2.06275, 0.89610, -0.04745], [-0.72649, 1.12586, -0.14426], [-0.19018, 2.19646, 0.05244], [0.98719, -1.81177, 0.51961]], "mulliken_charge": [0.2642, -0.4990, 0.1177, 0.3137, -0.3233, -0.0118, -0.1719, 0.4958, -0.4815, 0.2959], "relative_energy_kj_mol": 440.8, "fmax_ev_per_a": 4.4, "spin_multiplicity": 1, "charge": 0, "e_tot_ha": -446.80485, "orbital_gap_ha": 0.3999, "homo_energy_ev": -10.69, "lumo_ev": 0.2}


{"formula": "C19H38Cl2FNO3P", "method": "ωB97M-V/def2-TZVPD", "species": ["C", "C", "P", "C", "C", "N", "C", "C", "C", "C", "C", "C", "C", "C", "C", "C", "C", "O", "C", "C", "F", "C", "O", "O", "H", "H", "H", "H", "H", "H", "H", "H", "H", "H", "H", "H", "H", "H", "H", "H", "H", "H", "H", "H", "H", "H", "H", "H", "H", "H", "H", "H", "H", "H", "H", "H", "H", "H", "H", "H", "C", "Cl", "Cl", "H", "H"], "xyz": [[2.83640, 2.13518, 2.87980], [2.22748, 1.72782, 1.52857], [3.62960, 1.45623, 0.34852], [4.34849, -0.15848, 0.89040], [3.45376, -1.17007, 1.62176], [3.08908, 1.14738, -1.25621], [2.41128, -0.11847, -1.58255], [0.95575, -0.25873, -1.12061], [0.51231, -1.71131, -0.87521], [-0.33749, -1.87475, 0.39646], [-1.33588, -3.04954, 0.35229], [-2.79256, -2.58779, 0.32601], [-3.14686, -1.79721, -0.95462], [-3.60475, -0.36178, -0.68395], [-5.04972, -0.28671, -0.14410], [-5.92390, 0.78216, -0.82640], [-6.71885, 1.62188, 0.16052], [-5.90061, 2.45665, 0.95578], [-5.38266, 3.58739, 0.28245], [2.55919, 2.32013, -1.89172], [1.32730, 2.70130, -1.27905], [2.35110, 2.16510, -3.43830], [1.39102, 1.45175, -3.79217], [3.20386, 2.78113, -4.12177], [3.23498, 1.28052, 3.42866], [3.67859, 2.81318, 2.70914], [2.11534, 2.67731, 3.49203], [1.61836, 0.83387, 1.67724], [1.60942, 2.53264, 1.13897], [4.72227, -0.62522, -0.02403], [5.20486, 0.07660, 1.52459], [2.85078, -0.70790, 2.40073], [4.08538, -1.92241, 2.10306], [2.81482, -1.70979, 0.92556], [2.44489, -0.25682, -2.66132], [3.00305, -0.92935, -1.15095], [0.74738, 0.36689, -0.25526], [0.34745, 0.14739, -1.93071], [1.38184, -2.37645, -0.82581], [-0.08673, -2.05567, -1.72146], [-0.88531, -0.94382, 0.56125], [0.33476, -2.01542, 1.24572], [-1.19210, -3.68479, 1.23069], [-1.14813, -3.68164, -0.52085], [-3.44560, -3.46103, 0.40879], [-2.99798, -1.96035, 1.19909], [-3.93818, -2.31601, -1.50404], [-2.27633, -1.77163, -1.61251], [-2.93936, 0.05626, 0.07439], [-3.52853, 0.22166, -1.60197], [-5.51994, -1.26199, -0.30059], [-5.04866, -0.10630, 0.93228], [-6.64416, 0.30140, -1.49528], [-5.31242, 1.42985, -1.45867], [-7.24399, 0.96824, 0.86012], [-7.47061, 2.22429, -0.36653], [-5.74446, 4.49634, 0.76927], [-5.69573, 3.61796, -0.76405], [-4.29268, 3.57385, 0.31882], [3.24933, 3.14397, -1.71660], [7.62333, -2.35240, 0.89252], [6.64380, -3.78509, 1.23259], [7.92656, -1.37980, 2.33650], [8.57748, -2.67940, 0.49847], [7.09290, -1.73816, 0.17427]], "mulliken_charge": [-1.3370, -0.0908, -0.4713, -0.5781, -0.6472, 0.2453, -1.8933, -0.0069, -0.7998, -0.2991, -1.2590, -0.8430, -0.7584, -0.5963, -0.5917, -0.5532, -0.8028, -0.3765, -0.7619, 0.3231, -0.3332, 0.1005, -0.6391, -0.7649, 0.2475, 0.3989, 0.3877, 0.0451, 0.4999, 0.4085, 0.4779, 0.2202, 0.4438, -0.1283, 0.3677, 0.6120, 0.1878, 0.3601, 0.5620, 0.5056, 0.2285, 0.3066, 0.3994, 0.4221, 0.4181, 0.3707, 0.5850, 0.3203, 0.0838, 0.4828, 0.3502, 0.3561, 0.3591, 0.3674, 0.3698, 0.4426, 0.2553, 0.3613, 0.2573, 0.4103, -0.1773, -0.1575, -0.1639, 0.3210, 0.1690], "fmax_ev_per_a": 1.3, "spin_multiplicity": 1, "charge": -1, "e_tot_ha": -2388.87017, "orbital_gap_ha": 0.2554, "homo_energy_ev": -4.64, "lumo_ev": 2.3}


{"formula": "C3H7O3", "method": "ωB97M-V/def2-TZVPD", "species": ["C", "C", "O", "O", "H", "H", "H", "C", "O", "H", "H", "H", "H"], "xyz": [[1.81276, -1.04206, -0.55934], [1.18570, -0.15767, 0.56313], [-0.04075, -0.33262, 0.80988], [1.95086, 0.69040, 1.05887], [2.24831, -1.95503, -0.16598], [2.61478, -0.45624, -0.99244], [1.03265, -1.22653, -1.28760], [-2.44690, 0.06598, -1.08239], [-1.97112, 1.06880, -0.21468], [-1.18315, 0.73193, 0.23453], [-3.06594, 0.58422, -1.81004], [-1.65734, -0.41554, -1.67207], [-2.99053, -0.69996, -0.51721]], "mulliken_charge": [-0.7442, 0.6152, -0.8108, -0.7101, 0.2075, 0.2825, 0.1740, -0.4679, -0.5483, 0.4016, 0.2418, 0.1543, 0.2043], "relative_energy_kj_mol": 68.1, "fmax_ev_per_a": 1.1, "spin_multiplicity": 1, "charge": -1, "e_tot_ha": -344.28429, "orbital_gap_ha": 0.3119, "homo_energy_ev": -4.34, "lumo_ev": 4.1}


{"formula": "C9H19N2OPS", "method": "ωB97M-V/def2-TZVPD", "species": ["C", "S", "O", "P", "N", "C", "C", "C", "C", "N", "C", "C", "C", "C", "H", "H", "H", "H", "H", "H", "H", "H", "H", "H", "H", "H", "H", "H", "H", "H", "H", "H", "H"], "xyz": [[0.31717, -3.44330, 1.14122], [-0.28879, -2.76452, -0.50141], [-1.72260, -3.08687, -0.71336], [-0.31938, -0.80822, 0.63412], [1.12845, -0.28390, 0.14949], [1.91437, -0.66948, -1.01969], [2.81870, 0.44706, -1.29089], [3.05655, 1.07529, 0.13204], [2.16571, 0.24583, 1.06295], [-1.33899, 0.36254, -0.43547], [-1.11893, 1.76700, -0.14175], [-2.45969, 2.38252, 0.13137], [-3.42907, 1.26346, 0.16956], [-2.76379, 0.07972, -0.62197], [1.13159, -2.79872, 1.34528], [0.63721, -4.43210, 0.87159], [-0.50008, -3.35411, 1.90401], [1.28776, -1.01235, -1.81265], [2.47059, -1.55891, -0.72566], [2.33768, 1.27667, -2.01919], [3.92474, 0.23326, -1.67657], [4.13479, 0.91764, 0.44620], [2.67266, 2.11226, 0.01978], [2.66533, -0.54001, 1.45989], [1.62803, 0.69322, 1.98923], [-0.49287, 2.26265, -0.87603], [-0.51026, 1.77890, 0.70417], [-2.83728, 3.19245, -0.49543], [-2.40999, 2.92303, 1.12815], [-3.63047, 1.08582, 1.34881], [-4.47953, 1.35150, -0.23638], [-3.07884, -0.85341, -0.31160], [-2.91078, 0.15506, -1.75984]], "mulliken_charge": [-0.8054, 0.3591, -0.6095, -0.3466, 0.5448, -0.7434, -0.5486, -0.3976, -0.9786, -0.0899, -0.4315, -0.6445, -0.3851, -0.7430, 0.2057, 0.3593, 0.3112, 0.5275, 0.2999, 0.2389, 0.2770, 0.3630, 0.1872, 0.4070, 0.4107, 0.2567, 0.2297, 0.2847, 0.2545, 0.1622, 0.3814, 0.4269, 0.2364], "fmax_ev_per_a": 4.4, "spin_multiplicity": 1, "charge": 0, "e_tot_ha": -1278.49672, "orbital_gap_ha": 0.3015, "homo_energy_ev": -7.59, "lumo_ev": 0.6}


{"formula": "C4H7P", "method": "ωB97M-V/def2-TZVPD", "species": ["C", "C", "C", "P", "C", "H", "H", "H", "H", "H", "H", "H"], "xyz": [[2.37539, -1.52776, 0.29404], [1.10874, -1.07845, 0.41774], [0.42428, -0.53664, -0.67765], [-1.13640, 0.90655, -0.28181], [-2.48560, 1.80955, 0.41645], [2.82857, -2.17886, 1.02116], [2.95344, -1.31872, -0.59106], [0.53757, -1.32088, 1.30603], [0.99869, 0.00586, -1.42036], [-1.49359, 1.00658, -1.62647], [-2.57098, 1.88095, 1.48517], [-3.33612, 2.00746, -0.20310]], "mulliken_charge": [-0.8012, 0.1659, -0.5753, 0.3599, -0.7015, 0.2559, 0.2415, 0.2814, 0.2546, 0.0078, 0.2531, 0.2580], "relative_energy_kj_mol": 447.1, "fmax_ev_per_a": 3.7, "spin_multiplicity": 1, "charge": 0, "e_tot_ha": -497.75635, "orbital_gap_ha": [0.2536, 0.2513], "homo_energy_ev": [-7.51, -7.43], "lumo_ev": [-0.6, -0.6]}


{"formula": "C28H53NO14", "method": "ωB97M-V/def2-TZVPD", "species": ["H", "N", "C", "C", "C", "C", "C", "C", "O", "C", "C", "O", "C", "O", "O", "C", "O", "H", "H", "H", "H", "H", "H", "H", "H", "H", "H", "C", "O", "C", "C", "O", "C", "C", "O", "C", "H", "H", "H", "H", "H", "H", "H", "H", "H", "H", "H", "H", "H", "H", "C", "O", "C", "C", "O", "C", "C", "O", "C", "H", "H", "H", "H", "H", "H", "H", "H", "H", "H", "H", "H", "H", "H", "C", "O", "C", "C", "O", "C", "C", "O", "C", "H", "H", "H", "H", "H", "H", "H", "H", "H", "H", "H", "H", "H", "H"], "xyz": [[3.42780, 4.60245, -1.24843], [3.52378, 4.40146, -0.25013], [2.54721, 4.83959, 0.41233], [1.36057, 5.60102, -0.12776], [0.06447, 5.16070, 0.47172], [-0.68095, 4.08812, 0.20488], [-0.43266, 2.99631, -0.78447], [-0.94120, 1.62355, -0.35374], [-0.60343, 1.28424, 0.99134], [0.67392, 0.80829, 1.18783], [1.65994, 1.81614, 1.70397], [0.94088, -0.33487, 0.98814], [-1.91536, 4.20313, 1.05087], [-2.73336, 3.39966, 1.34774], [-1.95441, 5.51100, 1.54843], [-0.63854, 5.93549, 1.53459], [-0.18660, 6.69969, 2.32261], [2.56342, 4.66134, 1.48978], [1.51179, 6.66017, 0.09873], [1.31650, 5.47297, -1.21218], [-0.93576, 3.25432, -1.72268], [0.64155, 2.94664, -0.98527], [-2.02746, 1.59805, -0.41722], [-0.55358, 0.84733, -1.02017], [2.34732, 1.33524, 2.39720], [2.24534, 2.18526, 0.85633], [1.16949, 2.66291, 2.18023], [5.35132, -2.18289, 0.36880], [5.95991, -1.68470, -0.80025], [5.07031, -1.52224, -1.88718], [5.45361, -0.34099, -2.74962], [5.18581, 0.92439, -2.17170], [6.02301, 1.38090, -1.12024], [7.39186, 1.84590, -1.55900], [8.21927, 0.76259, -1.94344], [9.05062, 1.03725, -3.04552], [5.11997, -3.25078, 0.28251], [6.05590, -2.04312, 1.18707], [4.42853, -1.63993, 0.60167], [4.04329, -1.38814, -1.52661], [5.09665, -2.42327, -2.51634], [4.81494, -0.38067, -3.63578], [6.49117, -0.42550, -3.07967], [6.10264, 0.64312, -0.31907], [5.50619, 2.25526, -0.71593], [7.85717, 2.37184, -0.71437], [7.28329, 2.55744, -2.38602], [8.48265, 1.47154, -3.87636], [9.48020, 0.09161, -3.37229], [9.86556, 1.72101, -2.78054], [-3.52033, -5.68216, 3.55637], [-3.46458, -4.39695, 4.12761], [-2.87732, -4.36166, 5.41464], [-2.11623, -3.07579, 5.64644], [-0.88868, -2.97812, 4.94745], [-0.92609, -2.75692, 3.54723], [-1.29494, -1.35191, 3.13506], [-2.66841, -1.07842, 3.36899], [-2.91713, 0.22926, 3.83450], [-4.29452, -6.30194, 4.02401], [-3.76138, -5.55984, 2.50146], [-2.55723, -6.19837, 3.63932], [-2.19932, -5.21249, 5.55181], [-3.66860, -4.42845, 6.17469], [-1.83317, -3.06549, 6.70207], [-2.75910, -2.21227, 5.46233], [-1.56555, -3.48415, 3.04177], [0.09935, -2.92421, 3.20867], [-1.09237, -1.24259, 2.06525], [-0.66346, -0.63723, 3.67757], [-2.26834, 0.47812, 4.68288], [-3.95348, 0.26393, 4.16782], [-2.77168, 0.97729, 3.04685], [-6.38322, -2.43743, -5.42556], [-5.22442, -2.19221, -4.66391], [-4.47278, -1.07682, -5.09939], [-3.80292, -0.37117, -3.94199], [-4.67599, 0.37963, -3.11700], [-5.54309, -0.31981, -2.23653], [-4.85867, -0.89622, -1.01916], [-4.04391, -2.00654, -1.35003], [-2.81877, -2.02503, -0.65219], [-6.14239, -2.86932, -6.40390], [-6.99286, -3.14839, -4.87043], [-6.96278, -1.51999, -5.57741], [-5.11294, -0.36542, -5.63473], [-3.68667, -1.41581, -5.78902], [-3.12948, 0.37179, -4.37798], [-3.20042, -1.07404, -3.36213], [-6.11850, -1.08610, -2.75942], [-6.24287, 0.43858, -1.87711], [-5.62908, -1.21247, -0.30367], [-4.26059, -0.11033, -0.54245], [-2.31434, -1.05318, -0.71292], [-2.18036, -2.77458, -1.11723], [-2.96487, -2.27560, 0.40453]], "mulliken_charge": [0.2267, -0.5485, -0.3547, -0.6975, 0.2847, 0.8859, -0.8597, -0.8589, 0.1721, 0.4339, -1.0246, -0.5459, 0.1435, -0.4276, -0.3269, 0.0155, -0.5187, 0.5631, 0.3746, 0.4420, 0.5103, 0.3219, 0.2673, 0.6350, 0.4820, 0.0831, 0.2602, -0.5823, -0.2961, -0.3896, -0.3430, -0.4079, -0.1533, -0.6615, -0.2837, -0.7758, 0.3267, 0.2385, 0.1702, 0.1720, 0.3886, 0.3900, 0.1429, 0.1356, 0.3155, 0.3654, 0.3493, 0.3443, 0.2321, 0.3308, -0.7774, -0.2361, -0.5819, -0.2725, -0.4657, -0.4630, 0.0552, -0.2375, -0.6625, 0.3192, 0.2160, 0.3530, 0.3477, 0.3823, 0.3986, 0.0794, 0.1119, 0.3822, -0.0359, 0.4157, 0.4191, 0.2934, -0.0022, -0.7825, -0.2760, -0.6514, -0.1857, -0.4420, -0.4243, -0.1775, -0.3763, -0.5066, 0.3222, 0.2374, 0.3476, 0.3455, 0.3816, 0.3814, 0.0967, 0.1510, 0.4048, 0.4096, 0.0178, -0.0591, 0.4113, 0.3882], "fmax_ev_per_a": 0.9, "spin_multiplicity": 1, "charge": 0, "e_tot_ha": -2206.60069, "orbital_gap_ha": 0.2926, "homo_energy_ev": -8.89, "lumo_ev": -0.9}